Here is a cluster of 10 separate species, C78H169N9O10 in total at a distorted geometry from the Open Molecules 2025 dataset. Energies are from ωB97M-V/def2-TZVPD.

Summary:
- LUMO (eV) = 0.4
- Kohn-Sham gap (eV) = 8.7
- max |F| (eV/Å) = 3.057
- HOMO (eV) = -8.28
- calculated total energy (Eh) = -4318.13572

Bonds (Å) are listed after each position.
Positions of all 266 atoms, in Å:
1 C 3.62 -5.31 2.75  C2 1.529, H12 1.094, H13 1.120, H14 1.107
2 C 2.49 -4.53 2.06  C1 1.529, C3 1.528, C4 1.525, N10 1.483
3 C 2.23 -3.24 2.83  C2 1.528, H15 1.097, H16 1.117, H17 1.101
4 C 2.95 -4.24 0.63  C2 1.525, C5 1.527, H18 1.096, H19 1.094
5 C 1.92 -3.62 -0.31  C4 1.527, C6 1.519, H20 1.090, H21 1.096
6 C 0.74 -4.58 -0.33  C5 1.519, C7 1.507, H22 1.105, H23 1.062
7 C 0.20 -5.02 1.01  C6 1.507, C8 1.540, C9 1.495, N10 1.495
8 C -0.61 -3.87 1.62  C7 1.540, H24 1.089, H25 1.101, H26 1.090
9 C -0.70 -6.20 0.90  C7 1.495, H27 1.100, H28 1.107, H29 1.094
10 N 1.34 -5.45 1.88  C2 1.483, C7 1.495, O11 1.456
11 O 0.82 -5.94 3.15  N10 1.456, H30 0.971
12 H 3.84 -6.20 2.16  C1 1.094
13 H 4.52 -4.69 2.96  C1 1.120
14 H 3.23 -5.67 3.72  C1 1.107
15 H 3.20 -2.74 2.92  C3 1.097
16 H 1.52 -2.55 2.32  C3 1.117
17 H 1.94 -3.52 3.86  C3 1.101
18 H 3.89 -3.69 0.74  C4 1.096
19 H 3.25 -5.20 0.21  C4 1.094
20 H 1.60 -2.59 -0.12  C5 1.090
21 H 2.43 -3.62 -1.28  C5 1.096
22 H 1.06 -5.47 -0.89  C6 1.105
23 H -0.08 -4.18 -0.87  C6 1.062
24 H -1.64 -3.97 1.27  C8 1.089
25 H -0.31 -2.84 1.38  C8 1.101
26 H -0.59 -3.86 2.71  C8 1.090
27 H -1.47 -6.06 0.13  C9 1.100
28 H -1.16 -6.37 1.90  C9 1.107
29 H -0.12 -7.11 0.69  C9 1.094
30 H 0.23 -5.23 3.46  O11 0.971
31 C -6.88 -2.08 3.63  C32 1.498, H42 1.072, H43 1.080, H44 1.088
32 C -5.79 -2.99 4.11  C31 1.498, C33 1.534, C34 1.503, N40 1.487
33 C -6.28 -3.85 5.29  C32 1.534, H45 1.096, H46 1.115, H47 1.096
34 C -5.25 -3.90 3.04  C32 1.503, C35 1.519, H48 1.104, H49 1.083
35 C -4.38 -3.30 1.95  C34 1.519, C36 1.506, H50 1.095, H51 1.101
36 C -3.26 -2.52 2.58  C35 1.506, C37 1.529, H52 1.088, H53 1.101
37 C -3.73 -1.53 3.65  C36 1.529, C38 1.508, C39 1.500, N40 1.515
38 C -2.52 -1.02 4.40  C37 1.508, H54 1.087, H55 1.082, H56 1.115
39 C -4.32 -0.32 2.99  C37 1.500, H57 1.104, H58 1.096, H59 1.086
40 N -4.64 -2.22 4.64  C32 1.487, C37 1.515, O41 1.475
41 O -5.10 -1.13 5.52  N40 1.475, H60 0.963
42 H -7.75 -2.59 3.24  C31 1.072
43 H -7.25 -1.54 4.49  C31 1.080
44 H -6.58 -1.51 2.76  C31 1.088
45 H -7.15 -4.40 4.92  C33 1.096
46 H -5.57 -4.63 5.65  C33 1.115
47 H -6.63 -3.27 6.15  C33 1.096
48 H -4.65 -4.66 3.57  C34 1.104
49 H -6.08 -4.41 2.55  C34 1.083
50 H -3.99 -4.11 1.32  C35 1.095
51 H -5.07 -2.72 1.32  C35 1.101
52 H -2.65 -2.01 1.83  C36 1.088
53 H -2.64 -3.27 3.09  C36 1.101
54 H -1.70 -0.73 3.76  C38 1.087
55 H -2.13 -1.71 5.13  C38 1.082
56 H -2.83 -0.11 4.97  C38 1.115
57 H -3.51 0.33 2.62  C39 1.104
58 H -4.92 0.27 3.69  C39 1.096
59 H -4.93 -0.60 2.14  C39 1.086
60 H -4.70 -1.47 6.32  O41 0.963
61 C 1.33 -0.11 5.79  C62 1.539, H72 1.110, H73 1.106, H74 1.080
62 C 1.88 1.22 6.32  C61 1.539, C63 1.497, C64 1.546, N70 1.522
63 C 3.37 1.15 6.42  C62 1.497, H75 1.066, H76 1.069, H77 1.072
64 C 1.37 2.33 5.38  C62 1.546, C65 1.512, H78 1.111, H79 1.108
65 C -0.10 2.58 5.62  C64 1.512, C66 1.543, H80 1.104, H81 1.104
66 C -0.31 2.91 7.11  C65 1.543, C67 1.535, H82 1.114, H83 1.107
67 C 0.10 1.78 8.06  C66 1.535, C68 1.601, C69 1.488, N70 1.428
68 C 0.18 2.35 9.56  C67 1.601, H84 1.059, H85 1.073, H86 1.151
69 C -0.86 0.64 7.95  C67 1.488, H87 1.091, H88 1.046, H89 1.075
70 N 1.48 1.57 7.75  C62 1.522, C67 1.428, O71 1.471
71 O 1.85 0.44 8.62  N70 1.471, H90 0.991
72 H 0.25 -0.20 5.56  C61 1.110
73 H 1.84 -0.40 4.85  C61 1.106
74 H 1.60 -0.91 6.46  C61 1.080
75 H 3.91 1.17 5.50  C63 1.066
76 H 3.74 1.98 6.99  C63 1.069
77 H 3.68 0.26 6.94  C63 1.072
78 H 1.94 3.27 5.61  C64 1.111
79 H 1.57 2.13 4.31  C64 1.108
80 H -0.45 3.40 4.96  C65 1.104
81 H -0.63 1.63 5.43  C65 1.104
82 H -1.42 3.06 7.19  C66 1.114
83 H 0.23 3.84 7.34  C66 1.107
84 H 0.43 1.57 10.22  C68 1.059
85 H -0.70 2.86 9.91  C68 1.073
86 H 1.09 3.04 9.64  C68 1.151
87 H -0.57 -0.06 8.73  C69 1.091
88 H -0.96 0.14 7.04  C69 1.046
89 H -1.85 0.95 8.24  C69 1.075
90 H 2.64 0.77 9.11  O71 0.991
91 C -1.60 -1.90 -4.38  C92 1.570, H102 1.087, H103 1.109, H104 1.106
92 C -2.42 -2.84 -5.33  C91 1.570, C93 1.515, C94 1.543, N100 1.531
93 C -3.64 -2.09 -5.81  C92 1.515, H105 1.101, H106 1.088, H107 1.103
94 C -1.63 -3.51 -6.48  C92 1.543, C95 1.509, H108 1.108, H109 1.090
95 C -0.64 -4.53 -5.97  C94 1.509, C96 1.528, H110 1.077, H111 1.092
96 C -1.45 -5.60 -5.23  C95 1.528, C97 1.545, H112 1.079, H113 1.100
97 C -2.23 -4.99 -4.04  C96 1.545, C98 1.549, C99 1.498, N100 1.453
98 C -3.21 -6.08 -3.53  C97 1.549, H114 1.082, H115 1.109, H116 1.080
99 C -1.33 -4.63 -2.90  C97 1.498, H117 1.123, H118 1.094, H119 1.107
100 N -3.12 -3.96 -4.55  C92 1.531, C97 1.453, O101 1.463
101 O -3.66 -3.34 -3.35  N100 1.463, H120 0.994
102 H -2.10 -1.88 -3.41  C91 1.087
103 H -0.57 -2.28 -4.23  C91 1.109
104 H -1.49 -0.88 -4.79  C91 1.106
105 H -4.25 -1.70 -4.98  C93 1.101
106 H -3.42 -1.27 -6.49  C93 1.088
107 H -4.27 -2.80 -6.38  C93 1.103
108 H -2.36 -4.04 -7.12  C94 1.108
109 H -1.15 -2.72 -7.06  C94 1.090
110 H -0.01 -4.94 -6.74  C95 1.077
111 H -0.01 -3.98 -5.27  C95 1.092
112 H -0.87 -6.44 -4.89  C96 1.079
113 H -2.18 -6.00 -5.94  C96 1.100
114 H -3.99 -6.30 -4.25  C98 1.082
115 H -3.69 -5.76 -2.58  C98 1.109
116 H -2.75 -7.04 -3.38  C98 1.080
117 H -1.03 -5.53 -2.30  C99 1.123
118 H -1.77 -3.86 -2.26  C99 1.094
119 H -0.38 -4.19 -3.25  C99 1.107
120 H -4.61 -3.36 -3.65  O101 0.994
121 C 4.63 0.87 -6.90  C122 1.592, H132 1.052, H133 1.058, H134 1.102
122 C 3.05 0.67 -6.82  C121 1.592, C123 1.504, C124 1.521, N130 1.460
123 C 2.47 1.84 -7.57  C122 1.504, H135 1.097, H136 1.101, H137 1.119
124 C 2.69 -0.61 -7.55  C122 1.521, C125 1.557, H138 1.084, H139 1.075
125 C 3.14 -1.79 -6.64  C124 1.557, C126 1.506, H140 1.108, H141 1.104
126 C 2.53 -1.72 -5.27  C125 1.506, C127 1.497, H142 1.086, H143 1.057
127 C 2.84 -0.48 -4.49  C126 1.497, C128 1.459, C129 1.549, N130 1.526
128 C 1.87 -0.45 -3.39  C127 1.459, H144 1.091, H145 1.104, H146 1.081
129 C 4.31 -0.50 -4.00  C127 1.549, H147 1.063, H148 1.068, H149 1.066
130 N 2.54 0.66 -5.45  C122 1.460, C127 1.526, O131 1.415
131 O 2.67 1.91 -4.79  N130 1.415, H150 0.993
132 H 5.18 0.24 -6.26  C121 1.052
133 H 4.89 0.91 -7.92  C121 1.058
134 H 4.88 1.88 -6.53  C121 1.102
135 H 2.86 2.80 -7.20  C123 1.097
136 H 2.72 1.63 -8.62  C123 1.101
137 H 1.35 1.87 -7.46  C123 1.119
138 H 1.61 -0.59 -7.65  C124 1.084
139 H 3.23 -0.70 -8.48  C124 1.075
140 H 2.76 -2.77 -7.01  C125 1.108
141 H 4.24 -1.82 -6.61  C125 1.104
142 H 2.84 -2.57 -4.67  C126 1.086
143 H 1.50 -1.78 -5.50  C126 1.057
144 H 1.85 0.53 -2.93  C128 1.091
145 H 2.10 -1.21 -2.62  C128 1.104
146 H 0.85 -0.70 -3.65  C128 1.081
147 H 4.31 -1.17 -3.18  C129 1.063
148 H 4.62 0.38 -3.48  C129 1.068
149 H 5.03 -0.85 -4.69  C129 1.066
150 H 3.62 2.00 -4.52  O131 0.993
151 C -2.99 1.38 -6.51  C152 1.554, H162 1.085, H163 1.096, H164 1.098
152 C -2.00 2.58 -6.45  C151 1.554, C153 1.535, C154 1.500, N160 1.446
153 C -1.24 2.53 -7.78  C152 1.535, H165 1.095, H166 1.120, H167 1.094
154 C -2.63 3.93 -6.38  C152 1.500, C155 1.514, H168 1.065, H169 1.067
155 C -3.03 4.41 -5.00  C154 1.514, C156 1.543, H170 1.099, H171 1.099
156 C -1.85 4.22 -4.02  C155 1.543, C157 1.522, H172 1.096, H173 1.076
157 C -1.35 2.79 -4.02  C156 1.522, C158 1.547, C159 1.551, N160 1.515
158 C 0.01 2.69 -3.28  C157 1.547, H174 1.087, H175 1.114, H176 1.096
159 C -2.41 1.84 -3.39  C157 1.551, H177 1.080, H178 1.098, H179 1.050
160 N -0.96 2.46 -5.45  C152 1.446, C157 1.515, O161 1.437
161 O -0.51 1.10 -5.49  N160 1.437, H180 1.011
162 H -2.39 0.49 -6.36  C151 1.085
163 H -3.71 1.36 -5.69  C151 1.096
164 H -3.52 1.30 -7.47  C151 1.098
165 H -1.90 2.80 -8.62  C153 1.095
166 H -0.39 3.25 -7.72  C153 1.120
167 H -0.83 1.53 -7.95  C153 1.094
168 H -1.96 4.63 -6.81  C154 1.065
169 H -3.49 3.99 -7.02  C154 1.067
170 H -3.31 5.47 -4.97  C155 1.099
171 H -3.94 3.89 -4.66  C155 1.099
172 H -2.25 4.42 -3.02  C156 1.096
173 H -1.10 4.93 -4.33  C156 1.076
174 H -0.06 3.02 -2.25  C158 1.087
175 H 0.85 3.29 -3.72  C158 1.114
176 H 0.41 1.69 -3.05  C158 1.096
177 H -2.68 2.12 -2.39  C159 1.080
178 H -2.10 0.79 -3.44  C159 1.098
179 H -3.34 1.86 -3.88  C159 1.050
180 H 0.46 1.06 -5.21  O161 1.011
181 C 5.01 1.38 2.28  C182 1.530, H192 1.096, H193 1.084, H194 1.095
182 C 5.56 -0.04 2.16  C181 1.530, C183 1.543, C184 1.528, N190 1.504
183 C 5.64 -0.67 3.56  C182 1.543, H195 1.073, H196 1.076, H197 1.092
184 C 4.56 -0.84 1.32  C182 1.528, C185 1.536, H198 1.080, H199 1.141
185 C 4.59 -0.43 -0.16  C184 1.536, C186 1.533, H200 1.091, H201 1.093
186 C 6.00 -0.62 -0.74  C185 1.533, C187 1.534, H202 1.077, H203 1.068
187 C 7.07 0.15 0.05  C186 1.534, C188 1.478, C189 1.522, N190 1.507
188 C 8.38 -0.37 -0.39  C187 1.478, H204 1.086, H205 1.097, H206 1.092
189 C 7.09 1.66 -0.15  C187 1.522, H207 1.078, H208 1.089, H209 1.047
190 N 6.87 -0.29 1.47  C182 1.504, C187 1.507, O191 1.429
191 O 7.73 0.51 2.28  N190 1.429, H210 0.957
192 H 4.68 1.72 1.29  C181 1.096
193 H 4.15 1.38 2.94  C181 1.084
194 H 5.70 2.04 2.79  C181 1.095
195 H 5.92 0.05 4.31  C183 1.073
196 H 4.69 -1.03 3.92  C183 1.076
197 H 6.36 -1.50 3.61  C183 1.092
198 H 4.78 -1.89 1.41  C184 1.080
199 H 3.49 -0.75 1.73  C184 1.141
200 H 3.84 -1.06 -0.64  C185 1.091
201 H 4.25 0.60 -0.24  C185 1.093
202 H 6.01 -0.25 -1.75  C186 1.077
203 H 6.23 -1.67 -0.75  C186 1.068
204 H 8.40 -1.45 -0.27  C188 1.086
205 H 9.22 0.02 0.20  C188 1.097
206 H 8.55 -0.13 -1.44  C188 1.092
207 H 6.16 2.17 0.03  C189 1.078
208 H 7.42 1.96 -1.15  C189 1.089
209 H 7.79 2.09 0.49  C189 1.047
210 H 8.11 -0.17 2.85  O191 0.957
211 C -4.07 3.88 0.95  C212 1.562, H222 1.126, H223 1.080, H224 1.116
212 C -4.00 5.29 1.61  C211 1.562, C213 1.575, C214 1.539, N220 1.465
213 C -3.36 6.24 0.54  C212 1.575, H225 1.116, H226 1.070, H227 1.102
214 C -5.43 5.68 2.00  C212 1.539, C215 1.517, H228 1.123, H229 1.114
215 C -5.99 5.00 3.24  C214 1.517, C216 1.545, H230 1.085, H231 1.081
216 C -5.01 5.13 4.42  C215 1.545, C217 1.536, H232 1.112, H233 1.094
217 C -3.56 4.75 4.10  C216 1.536, C218 1.521, C219 1.521, N220 1.493
218 C -2.58 5.27 5.14  C217 1.521, H234 1.068, H235 1.113, H236 1.110
219 C -3.46 3.24 4.00  C217 1.521, H237 1.094, H238 1.069, H239 1.089
220 N -3.17 5.42 2.82  C212 1.465, C217 1.493, O221 1.403
221 O -1.84 5.14 2.49  N220 1.403, H240 0.966
222 H -4.80 3.25 1.53  C211 1.126
223 H -4.47 3.99 -0.04  C211 1.080
224 H -3.11 3.32 0.82  C211 1.116
225 H -4.15 6.44 -0.23  C213 1.116
226 H -3.03 7.19 0.90  C213 1.070
227 H -2.49 5.80 0.03  C213 1.102
228 H -5.41 6.79 2.19  C214 1.123
229 H -6.20 5.45 1.22  C214 1.114
230 H -6.88 5.51 3.59  C215 1.085
231 H -6.25 3.97 3.04  C215 1.081
232 H -5.37 4.50 5.26  C216 1.112
233 H -5.08 6.16 4.80  C216 1.094
234 H -1.60 4.92 4.93  C218 1.068
235 H -2.76 5.03 6.22  C218 1.113
236 H -2.48 6.37 5.07  C218 1.110
237 H -2.45 2.83 3.90  C219 1.094
238 H -3.93 2.86 3.12  C219 1.069
239 H -3.87 2.75 4.88  C219 1.089
240 H -1.73 4.23 2.16  O221 0.966
241 C -0.74 -0.78 -0.84  O242 1.434, H247 1.089, H248 1.073, H249 1.071
242 O -0.30 -0.78 0.53  C241 1.434, C243 1.385
243 C -0.68 0.38 1.17  O242 1.385, C244 1.549, H250 1.091, H251 1.111
244 C 0.10 1.65 0.74  C243 1.549, C245 1.527, N246 1.491, H252 1.088
245 C 1.62 1.53 0.67  C244 1.527, H253 1.117, H254 1.099, H255 1.129
246 N -0.34 2.62 1.78  C244 1.491, H256 1.015, H257 1.014
247 H -0.61 -1.81 -1.17  C241 1.089
248 H -0.16 -0.03 -1.35  C241 1.073
249 H -1.77 -0.51 -0.90  C241 1.071
250 H -1.76 0.53 1.17  C243 1.091
251 H -0.44 0.19 2.23  C243 1.111
252 H -0.30 1.97 -0.23  C244 1.088
253 H 1.90 1.13 1.68  C245 1.117
254 H 2.16 2.46 0.43  C245 1.099
255 H 1.98 0.78 -0.10  C245 1.129
256 H 0.14 3.51 1.72  N246 1.015
257 H -0.04 2.35 2.71  N246 1.014
258 C 3.46 3.58 -1.93  C259 1.529, H261 1.093, H262 1.084, H263 1.145
259 C 4.16 4.09 -3.19  C258 1.529, O260 1.458, H264 1.108, H265 1.079
260 O 5.19 3.14 -3.62  C259 1.458, H266 0.969
261 H 3.09 2.55 -1.98  C258 1.093
262 H 2.62 4.26 -1.81  C258 1.084
263 H 4.06 3.65 -0.96  C258 1.145
264 H 4.57 5.09 -2.95  C259 1.108
265 H 3.39 4.21 -3.94  C259 1.079
266 H 5.73 3.56 -4.30  O260 0.969